Entry 1:
Density functional theory data (ωB97M-V with the def2-TZVPD basis set) for a structure of composition C5H11N.

```
! wB97M-V def2-TZVPD RIJCOSX def2/J DEFGRID3
* xyz 0 1
H -1.0464 -0.2836 -1.9115
H -2.4699 -0.3658 0.8616
C -1.4287 -0.6943 0.7992
H 2.1098 -0.8804 1.5443
N 0.8166 0.0030 0.1174
H -0.6686 1.3101 0.6713
H 2.6206 0.5025 -0.8676
C -0.5957 0.3686 0.1041
H -1.4068 -1.6369 0.2428
C 1.5134 -1.0336 0.6539
H -0.3988 1.3649 -1.8047
C -1.0599 0.6390 -1.3217
H 1.3632 -2.0559 0.2962
C 1.8791 0.7950 -0.1369
H 1.9117 1.8126 0.2687
H -1.0617 -0.8862 1.8114
H -2.0780 1.0409 -1.3286
*
```

The calculation puts the LUMO energy at 0.95 eV. Its HOMO energy is -7.76 eV. For the energy above the lowest of the compared OMol25 structures with the same formula, charge and spin, the calculation gives 76.18 kcal per mole.

=====

Entry 2:
Density functional theory data (ωB97M-V with the def2-TZVPD basis set) for a structure of composition C5H11N.

```
! wB97M-V def2-TZVPD RIJCOSX def2/J DEFGRID3
* xyz 0 1
C 2.1982 -0.3123 -1.2259
H -2.8235 1.4953 1.2028
H 2.0529 0.5992 -1.8182
H 1.8345 -1.7070 1.0017
C 0.8622 -1.6793 0.4749
H -2.0829 -0.6104 -0.0030
H -1.2013 0.7451 -0.6815
H -1.9460 0.4523 2.3286
H 2.6787 -1.0618 -1.8625
H 2.8805 -0.0947 -0.3854
H -0.6273 -0.7350 0.6912
H 0.8019 0.6839 0.8595
C 0.4595 -0.2350 0.3903
C -1.8466 1.0495 1.4161
H -1.1451 1.8653 1.6161
N 0.9157 -0.8405 -0.7825
C -1.3848 0.2041 0.2455
*
```

The calculation puts the LUMO energy at 0.82 eV. Its HOMO energy is -6.94 eV. For the energy above the lowest of the compared OMol25 structures with the same formula, charge and spin, the calculation gives 156.89 kcal per mole.

=====

Entry 3:
Density functional theory data (ωB97M-V with the def2-TZVPD basis set) for an isolated molecule of C5H11N.

```
! wB97M-V def2-TZVPD RIJCOSX def2/J DEFGRID3
* xyz 0 1
H 1.1066 1.4451 0.5975
H -1.4577 0.2225 -3.0008
C 1.0477 0.3653 0.4392
H 1.1841 -2.1767 1.0000
H -0.3532 0.1625 2.0433
H 0.4270 -2.2339 2.6987
C 0.6357 -0.2361 1.7976
H -0.7768 1.9074 -0.6761
C 0.4678 -1.7613 1.7176
H 0.2480 -0.9180 -1.1931
H 2.0442 -0.0197 0.2430
C 0.0881 0.0094 -0.6587
H -2.3342 1.5046 -2.3340
N -1.5797 0.8527 -2.2308
H -0.4737 -1.9812 1.2324
C -0.6645 0.9643 -1.2030
H 1.3139 0.0077 2.6136
*
```

The calculation puts the LUMO energy at 1.17 eV. Its HOMO energy is -7.85 eV. For the energy above the lowest of the compared OMol25 structures with the same formula, charge and spin, the calculation gives 19.07 kcal per mole.

=====

Entry 4:
Density functional theory data (ωB97M-V with the def2-TZVPD basis set) for an isolated molecule of C5H11N.

```
! wB97M-V def2-TZVPD RIJCOSX def2/J DEFGRID3
* xyz 0 1
H 0.2175 -1.9411 -2.8000
H 1.2721 0.0844 -1.8426
H -0.5249 1.1503 -0.4789
H -0.4739 2.3146 1.3201
H -0.3315 -1.4618 1.2269
H 1.3891 -1.2424 -0.6879
H -0.8561 -2.1051 -1.4063
N 0.6177 0.4655 1.2019
H -0.0943 1.5273 2.8611
C 0.2949 1.7326 1.8572
C 0.6844 -0.5622 -1.1797
C -0.5441 -0.4027 1.0898
C 0.0015 0.2683 -0.1115
C -0.3083 -1.3792 -2.0195
H 1.1878 2.3561 1.9606
H -1.0511 -0.7450 -2.5187
H -1.4808 -0.0597 1.5275
*
```

The calculation puts the LUMO energy at 1.21 eV. Its HOMO energy is -9.04 eV. For the energy above the lowest of the compared OMol25 structures with the same formula, charge and spin, the calculation gives 29.27 kcal per mole.

=====

Entry 5:
Density functional theory data (ωB97M-V with the def2-TZVPD basis set) for a cluster of 2 separate species, C5H11N in total.

```
! wB97M-V def2-TZVPD RIJCOSX def2/J DEFGRID3
* xyz 0 1
H 0.2801 -1.5220 0.6939
H 0.2341 -3.0135 -1.5208
H -2.3993 -1.5964 -0.6196
H 1.4276 0.8989 -0.1082
H -1.3656 -3.1467 -2.3913
H 1.6370 2.4991 2.2022
H 2.8180 1.3341 0.6148
H -0.5463 -1.6339 -2.3905
N 1.9243 1.6888 0.2997
H -0.4358 3.8330 1.3619
C 1.1393 2.4064 1.2441
C -0.7226 -2.5326 -1.7705
H -1.4421 -1.4532 1.5444
C 0.0196 3.0024 0.8495
H -0.4313 2.8113 -0.1160
C -1.3279 -1.8836 -0.5536
C -0.8091 -1.6923 0.6598
*
```

The calculation puts the LUMO energy at 1.02 eV. Its HOMO energy is -8.42 eV. For the energy above the lowest of the compared OMol25 structures with the same formula, charge and spin, the calculation gives 55.02 kcal per mole.

=====

Entry 6:
Density functional theory data (ωB97M-V with the def2-TZVPD basis set) for the ion C5H11N with charge +1.

```
! wB97M-V def2-TZVPD RIJCOSX def2/J DEFGRID3
* xyz 1 2
C 1.6107 -1.4941 1.2578
C -0.2688 -0.1271 -0.0960
H -0.3625 2.9413 -1.4378
H 1.5802 -2.3818 0.6063
H 1.1589 -1.5677 2.3290
H -1.0307 -1.8987 -1.2862
H -0.8465 -2.1521 0.3811
H 0.1088 1.9435 0.4902
H -2.0009 2.4602 -1.1277
C -0.4283 1.2212 -0.1525
N 1.0223 -0.2031 0.6262
C -0.9801 2.0969 -1.3331
H 1.6677 0.4930 0.5356
C -1.1152 -1.3244 -0.3361
H -0.7312 1.4751 -2.1383
H -2.2363 -0.9765 -0.1928
H 2.6264 -1.1490 1.4161
*
```

The calculation puts the LUMO energy (alpha / beta) at -3.92 / -6.68 eV. Its HOMO energy (alpha / beta) is -14.20 / -15.22 eV. For the energy above the lowest of the compared OMol25 structures with the same formula, charge and spin, the calculation gives 61.32 kcal per mole. Its expectation value of S² is 0.769.

=====

Entry 7:
Density functional theory data (ωB97M-V with the def2-TZVPD basis set) for the ion C5H11N2 with charge +1.

```
! wB97M-V def2-TZVPD RIJCOSX def2/J DEFGRID3
* xyz 1 1
H -2.5474 0.1478 0.8893
H -0.5942 2.2852 -0.9257
C -0.7546 1.8746 0.0926
H 2.6419 0.7572 -1.3169
H 0.1924 2.2318 0.6715
C 0.3599 -0.4158 0.0958
N -0.7094 0.4099 0.0442
C 0.4194 -1.9516 0.0888
C -2.0672 -0.1819 -0.0210
N 1.5744 0.0840 0.3190
H 1.3956 -2.4833 0.1893
H -1.6848 2.0980 0.6563
H 0.0724 -2.3174 -0.9091
C 2.6381 0.5353 -0.2586
H -0.0389 -2.3003 0.9681
H -1.8633 -1.3003 0.0691
H 3.4893 0.6335 0.3645
H -2.5236 -0.1065 -1.0171
*
```

The calculation puts the LUMO energy at -3.90 eV. Its HOMO energy is -14.34 eV. For the energy above the lowest of the compared OMol25 structures with the same formula, charge and spin, the calculation gives 42.62 kcal per mole.

=====

Entry 8:
Density functional theory data (ωB97M-V with the def2-TZVPD basis set) for a cluster of 2 separate species, C5H11N2 in total.

```
! wB97M-V def2-TZVPD RIJCOSX def2/J DEFGRID3
* xyz 1 1
C 1.2359 0.1512 -0.9780
H 0.4895 2.5881 0.1189
H 1.4345 -0.8391 -1.3215
C -0.3913 1.9597 0.2509
H 2.0082 -1.5446 0.7138
H -0.9056 2.7504 0.8098
H 0.3045 -2.1492 0.8326
H 0.5011 0.7085 -1.6056
C 1.0060 -1.2690 0.9851
H 2.1228 0.6297 -0.8139
H -0.8676 1.8505 -0.7517
C -2.3750 -1.0412 0.4818
N -0.1468 0.6866 0.8338
H 1.1320 -1.0106 2.1343
N 0.6449 -0.0749 0.2693
H -2.2292 -0.9890 1.4743
H -3.2799 -1.0544 -1.5323
C -2.8930 -1.0523 -0.5954
*
```

The calculation puts the LUMO energy at -5.42 eV. Its HOMO energy is -14.32 eV. For the energy above the lowest of the compared OMol25 structures with the same formula, charge and spin, the calculation gives 119.36 kcal per mole.